ORCA calculation (ωB97M-V/def2-TZVPD) on a 4-piece molecular cluster, C2H11NO3 overall at a distorted geometry.

Properties
Calculated total energy, Eh: -362.98518
HOMO level, eV: -9.53
Gap between HOMO and LUMO, eV: 4.847
ΔE to the lowest compared entry with this formula, charge and spin, eV: 7.870

```
17
C2H11NO3 (ωB97M-V/def2-TZVPD)
C 0.31 -1.05 -1.04
N -1.03 -0.70 -0.75
C -1.40 -0.65 0.63
O -0.65 1.73 -1.23
H 0.36 -1.13 -2.13
H 0.98 -0.19 -0.81
H 0.84 -1.88 -0.57
H -1.07 0.38 -1.08
H -0.67 0.06 1.09
H -1.08 -1.58 1.11
H -2.42 -0.29 0.74
H 1.15 0.51 0.86
H 0.69 1.66 -0.11
O 1.31 1.43 0.58
H -1.20 2.17 -1.87
H 1.62 -1.29 2.38
O 1.09 -1.10 1.59
```